# 1
{"formula": "C42H53N3OSSiW", "method": "wB97M-V/def2-TZVPD", "species": ["W", "C", "C", "N", "C", "C", "S", "C", "C", "N", "H", "H", "H", "H", "H", "H", "H", "H", "H", "H", "H", "H", "H", "H", "C", "C", "C", "C", "C", "C", "C", "C", "N", "C", "C", "C", "C", "C", "C", "C", "C", "C", "C", "H", "H", "H", "H", "H", "H", "H", "H", "H", "H", "H", "H", "H", "H", "H", "H", "H", "H", "H", "H", "H", "H", "H", "H", "O", "Si", "C", "C", "C", "C", "C", "C", "C", "C", "C", "C", "C", "C", "C", "C", "C", "C", "C", "C", "H", "H", "H", "H", "H", "H", "H", "H", "H", "H", "H", "H", "H", "H", "H"], "positions_angstrom": [[0.669, 0.343, 1.104], [0.447, -1.188, 3.853], [-0.007, 0.237, 4.131], [0.600, 1.212, 3.181], [1.891, 1.811, 3.614], [3.036, 0.818, 3.551], [3.102, -0.011, 1.922], [3.024, -1.786, 2.354], [1.657, -2.408, 2.084], [0.517, -1.485, 2.389], [1.430, -1.371, 4.278], [-0.235, -1.885, 4.340], [-1.086, 0.313, 4.013], [0.236, 0.510, 5.161], [-0.059, 1.987, 3.104], [2.083, 2.647, 2.941], [1.799, 2.208, 4.628], [3.980, 1.340, 3.697], [2.965, 0.055, 4.323], [3.767, -2.280, 1.729], [3.350, -1.891, 3.388], [1.578, -2.668, 1.032], [1.554, -3.323, 2.672], [-0.332, -1.983, 2.130], [-1.770, 6.017, 0.597], [-0.947, 4.767, 0.497], [0.426, 4.857, 0.204], [1.202, 3.729, 0.073], [2.654, 3.783, -0.296], [0.563, 2.490, 0.272], [-0.836, 2.357, 0.523], [-1.568, 3.535, 0.679], [-1.160, 1.015, 0.756], [-2.483, 0.336, 0.669], [-2.285, -0.861, -0.274], [-3.564, -1.685, -0.401], [-3.970, -2.196, 0.983], [-4.205, -1.008, 1.922], [-5.314, -0.121, 1.351], [-4.896, 0.389, -0.031], [-4.668, -0.794, -0.973], [-3.610, 1.215, 0.116], [-2.912, -0.191, 2.043], [-1.152, 6.911, 0.564], [-2.350, 6.028, 1.520], [-2.481, 6.063, -0.231], [0.868, 5.833, 0.046], [2.897, 4.718, -0.795], [2.924, 2.960, -0.961], [3.282, 3.714, 0.596], [1.146, 1.682, -0.217], [-2.615, 3.521, 0.927], [-1.473, -1.492, 0.109], [-1.962, -0.502, -1.256], [-3.374, -2.526, -1.072], [-3.189, -2.853, 1.386], [-4.880, -2.795, 0.912], [-4.491, -1.368, 2.913], [-5.508, 0.722, 2.022], [-6.243, -0.690, 1.277], [-5.676, 1.038, -0.434], [-4.386, -0.439, -1.968], [-5.593, -1.364, -1.085], [-3.821, 2.033, 0.804], [-3.315, 1.641, -0.848], [-2.119, -0.832, 2.450], [-3.052, 0.650, 2.733], [1.085, -0.666, -0.372], [1.492, -1.221, -1.938], [0.115, -2.336, -2.474], [-0.368, -3.363, -1.657], [-1.375, -4.210, -2.089], [-1.920, -4.042, -3.357], [-1.454, -3.032, -4.184], [-0.444, -2.184, -3.745], [3.104, -2.102, -1.703], [4.185, -1.441, -1.104], [5.395, -2.086, -0.903], [5.545, -3.408, -1.308], [4.491, -4.075, -1.914], [3.277, -3.427, -2.108], [1.635, 0.330, -2.937], [2.720, 0.524, -3.796], [2.819, 1.676, -4.564], [1.841, 2.656, -4.475], [0.756, 2.482, -3.624], [0.654, 1.326, -2.866], [0.059, -3.523, -0.671], [-1.731, -5.007, -1.448], [-2.704, -4.704, -3.700], [-1.873, -2.904, -5.173], [-0.093, -1.395, -4.401], [4.091, -0.396, -0.820], [6.226, -1.560, -0.451], [6.491, -3.913, -1.162], [4.615, -5.099, -2.241], [2.458, -3.961, -2.576], [3.498, -0.229, -3.866], [3.659, 1.810, -5.233], [1.919, 3.553, -5.075], [-0.013, 3.242, -3.562], [-0.212, 1.191, -2.224]], "mulliken_charge": [0.70, -0.80, -0.76, -0.52, -0.71, -0.76, 0.06, -0.89, 0.05, -0.63, 0.65, 0.47, 0.21, 0.58, 0.40, 0.24, 0.53, 0.62, 0.32, 0.56, 0.59, -0.45, 0.72, 0.07, -1.64, 0.43, -0.96, 0.16, -1.43, 1.51, 1.00, -0.83, 0.32, 1.98, -0.70, 0.40, -1.29, 0.29, -1.46, 0.15, -1.42, -1.85, -1.18, 0.42, 0.39, 0.32, 0.46, 0.47, 0.19, 0.29, -0.93, 0.49, -0.34, 0.23, 0.28, 0.42, 0.58, 0.34, 0.55, 0.57, 0.32, 0.51, 0.56, 0.42, 0.35, -0.38, 0.50, 0.03, -0.47, 0.59, 0.28, -0.82, -0.52, -0.79, -0.37, 0.82, -0.05, -0.81, -0.60, -0.73, -0.58, 0.82, -0.86, -0.73, -0.67, -0.73, 0.14, 0.09, 0.44, 0.45, 0.46, 0.47, 0.48, 0.47, 0.43, 0.45, 0.42, 0.48, 0.44, 0.44, 0.49, 0.34], "e_tot_ha": -2626.1703, "homo_energy_ev": [-13.29, -13.34], "max_force_ha_per_bohr": 0.0240, "charge": 2, "e_above_lowest_kj_mol": 0.0}



# 2
{"formula": "C42H53N5P2ReSSb", "method": "wB97M-V/def2-TZVPD", "species": ["Re", "C", "C", "N", "N", "C", "N", "S", "C", "C", "C", "C", "C", "N", "H", "H", "H", "H", "H", "H", "H", "H", "H", "C", "N", "P", "C", "C", "C", "C", "C", "C", "C", "C", "C", "C", "C", "C", "P", "C", "C", "C", "C", "C", "C", "C", "C", "C", "C", "C", "C", "H", "H", "H", "H", "H", "H", "H", "H", "H", "H", "H", "H", "H", "H", "H", "H", "H", "H", "H", "H", "H", "H", "H", "C", "C", "C", "Sb", "C", "C", "C", "C", "C", "C", "H", "H", "H", "H", "H", "H", "H", "H", "H", "H", "H", "H", "H", "H", "H", "H", "H", "H", "H", "H", "H"], "positions_angstrom": [[-0.390, -0.356, -0.129], [-3.489, -0.153, 2.831], [-2.273, -0.473, 2.042], [-1.598, 0.411, 1.355], [-2.100, 1.708, 1.453], [-1.276, 2.646, 1.715], [-1.659, 3.932, 1.805], [0.524, 2.474, 2.059], [-1.670, -1.824, 2.053], [-1.998, -2.777, 2.989], [-1.246, -3.948, 3.043], [-0.203, -4.123, 2.153], [0.037, -3.147, 1.202], [-0.682, -2.015, 1.148], [-3.993, 0.715, 2.416], [-3.211, 0.085, 3.865], [-4.169, -1.005, 2.853], [-2.630, 4.168, 1.658], [-1.032, 4.651, 2.120], [-2.811, -2.603, 3.684], [-1.476, -4.710, 3.780], [0.407, -5.018, 2.168], [0.801, -3.263, 0.447], [2.557, 3.190, 0.579], [1.252, 2.461, 0.577], [0.468, 0.729, 3.619], [1.232, 1.706, 4.897], [0.338, 2.400, 5.724], [0.823, 3.238, 6.720], [2.193, 3.375, 6.892], [3.088, 2.677, 6.080], [2.615, 1.848, 5.080], [1.758, -0.449, 3.107], [2.418, -0.506, 1.879], [3.323, -1.532, 1.613], [3.565, -2.513, 2.565], [2.904, -2.467, 3.787], [2.004, -1.442, 4.059], [0.622, 1.722, -0.881], [-0.129, 3.126, -1.733], [-0.223, 4.390, -1.160], [-0.717, 5.457, -1.904], [-1.106, 5.265, -3.221], [-1.000, 4.005, -3.803], [-0.511, 2.943, -3.064], [2.120, 1.358, -1.831], [2.599, 0.044, -1.828], [3.728, -0.306, -2.554], [4.384, 0.662, -3.306], [3.909, 1.968, -3.332], [2.781, 2.316, -2.602], [2.638, 3.785, 1.489], [2.594, 3.866, -0.272], [3.396, 2.499, 0.530], [-0.733, 2.263, 5.607], [0.137, 3.766, 7.370], [2.573, 4.022, 7.674], [4.154, 2.781, 6.238], [3.313, 1.302, 4.455], [2.281, 0.266, 1.142], [3.860, -1.545, 0.672], [4.284, -3.300, 2.366], [3.098, -3.223, 4.539], [1.508, -1.414, 5.026], [0.099, 4.564, -0.141], [-0.785, 6.441, -1.455], [-1.478, 6.100, -3.803], [-1.288, 3.857, -4.837], [-0.404, 1.973, -3.534], [2.085, -0.729, -1.264], [4.090, -1.328, -2.551], [5.261, 0.394, -3.885], [4.416, 2.715, -3.930], [2.411, 3.334, -2.647], [0.742, -2.561, -4.352], [-0.273, -3.300, -3.483], [0.355, -4.410, -2.647], [-1.283, -1.850, -2.289], [-3.064, -2.759, -1.462], [-2.744, -4.064, -0.724], [-4.143, -2.988, -2.523], [-2.017, -0.423, -3.704], [-2.589, -1.034, -4.986], [-3.007, 0.502, -2.992], [1.215, -3.271, -5.036], [1.534, -2.113, -3.746], [0.291, -1.776, -4.961], [-1.088, -3.689, -4.098], [1.171, -4.021, -2.030], [0.789, -5.158, -3.315], [-0.355, -4.923, -2.003], [-3.410, -2.006, -0.747], [-2.523, -4.866, -1.430], [-3.622, -4.381, -0.154], [-1.904, -3.991, -0.030], [-3.774, -3.601, -3.348], [-4.539, -2.062, -2.934], [-4.980, -3.528, -2.073], [-1.108, 0.124, -3.959], [-3.549, -1.519, -4.812], [-1.919, -1.765, -5.442], [-2.755, -0.248, -5.728], [-3.940, -0.017, -2.761], [-3.263, 1.354, -3.630], [-2.614, 0.913, -2.056]], "nbo_charge": [0.70, -0.71, 0.37, -0.38, -0.35, 0.31, -0.76, 0.69, 0.11, -0.19, -0.12, -0.16, 0.08, -0.53, 0.28, 0.27, 0.26, 0.44, 0.43, 0.26, 0.26, 0.25, 0.23, -0.42, -0.93, 0.84, -0.39, -0.20, -0.19, -0.13, -0.19, -0.20, -0.44, -0.24, -0.20, -0.18, -0.19, -0.15, 1.17, -0.43, -0.20, -0.19, -0.16, -0.20, -0.13, -0.45, -0.12, -0.23, -0.14, -0.19, -0.17, 0.23, 0.23, 0.23, 0.22, 0.25, 0.25, 0.25, 0.23, 0.21, 0.23, 0.25, 0.25, 0.23, 0.20, 0.24, 0.25, 0.24, 0.21, 0.18, 0.24, 0.25, 0.25, 0.23, -0.64, -0.48, -0.63, 1.18, -0.49, -0.62, -0.63, -0.51, -0.63, -0.63, 0.25, 0.20, 0.22, 0.24, 0.19, 0.25, 0.22, 0.21, 0.22, 0.23, 0.19, 0.22, 0.22, 0.24, 0.21, 0.22, 0.22, 0.24, 0.22, 0.24, 0.19], "e_tot_ha": -3304.4613, "homo_energy_ev": [-15.37, -15.64], "max_force_ha_per_bohr": 0.0094, "multiplicity": 4, "s2": 3.775, "charge": 3}